Entry 1:
The following is a DFT calculation (ωB97M-V/def2-TZVPD) of a structure of composition C23H38I2KNbO.

Output
* multiplicity: 1
* frontier orbital gap: 5.7 eV
* energy: -2226.0876 Ha
* energy relative to the best compared isomer or geometry (same formula, charge and spin): 760.7 kJ/mol
* total charge: 0

XYZ file:
```
66
C23H38I2KNbO, DFT ωB97M-V/def2-TZVPD
C -2.410 -4.721 -3.886
C -1.541 -3.350 -3.979
C -2.161 -2.081 -3.244
C -0.309 -3.430 -4.663
C 0.472 -2.194 -5.363
C 1.455 -1.436 -4.364
C 1.030 0.000 -3.805
C -0.256 0.686 -4.460
C 1.005 -0.095 -2.183
C -0.079 0.905 -1.485
Nb 0.428 1.450 0.672
C 0.252 3.690 0.084
C -0.560 4.559 1.149
O -0.645 5.825 1.015
C 1.026 2.215 2.755
C 1.748 1.155 3.677
C 3.000 0.316 3.343
C 3.586 -0.641 4.447
C 3.009 -0.806 5.871
C 3.611 -1.732 7.027
C 1.733 0.009 6.222
C 1.140 0.975 5.117
C -1.701 1.316 1.419
I -1.818 -0.556 2.621
C -2.881 1.203 0.342
C -4.274 1.039 1.199
I -3.180 2.956 -0.914
H -3.520 -4.471 -4.017
H -2.057 -5.423 -4.711
H -2.285 -5.196 -2.841
H -2.719 -2.442 -2.318
H -2.829 -1.463 -3.955
H -1.296 -1.421 -2.877
H 0.155 -4.479 -4.770
H -0.257 -1.562 -5.962
H 1.145 -2.709 -6.154
H 2.475 -1.331 -4.902
H 1.665 -2.143 -3.478
H 1.915 0.712 -4.032
H -0.168 0.565 -5.603
H -1.261 0.362 -4.040
H -0.161 1.823 -4.275
H 2.035 0.224 -1.798
H 0.743 -1.152 -1.802
H -1.089 0.390 -1.631
H -0.161 1.918 -2.042
H 0.751 -0.293 1.121
H 2.171 1.569 0.148
H -0.233 3.837 -0.939
H 1.336 4.093 0.097
H -1.068 4.135 2.081
H 0.077 2.610 3.276
H 1.726 3.118 2.605
H 3.479 0.429 2.313
H 4.538 -1.235 4.207
H 3.516 -1.114 8.002
H 4.746 -1.917 6.918
H 3.028 -2.694 7.211
H 1.216 -0.045 7.265
H 0.201 1.609 5.405
H -2.020 2.139 2.168
H -2.843 0.242 -0.298
H -5.128 1.567 0.625
H -4.590 -0.058 1.303
H -4.133 1.569 2.199
K -0.777 0.980 6.892
```

Entry 2:
The following is a DFT calculation (ωB97M-V/def2-TZVPD) of an isolated molecule of C2H5N3O.

Output
* multiplicity: 1
* frontier orbital gap: 10.6 eV
* energy: -318.6490 Ha
* energy relative to the best compared isomer or geometry (same formula, charge and spin): 266.5 kJ/mol
* SMILES: N/N=C\NC=O
* total charge: 0

XYZ file:
```
11
C2H5N3O, DFT ωB97M-V/def2-TZVPD
C 0.802 -0.320 -0.258
C -1.092 -0.366 1.368
H 0.495 1.421 -2.725
H 0.341 1.962 -1.307
H 1.192 -1.006 0.402
H -0.852 0.838 -0.481
H -1.988 0.263 1.778
N 0.183 1.158 -1.791
N 1.314 0.260 -1.259
N -0.543 0.013 0.098
O -0.515 -1.172 2.042
```

Entry 3:
The following is a DFT calculation (ωB97M-V/def2-TZVPD) of an isolated molecule of CHP3S.

Output
* multiplicity: 1
* frontier orbital gap (spin up / spin down): 4.8 / 4.4 eV
* energy: -1460.8044 Ha
* energy relative to the best compared isomer or geometry (same formula, charge and spin): 244.5 kJ/mol
* total charge: 0

XYZ file:
```
6
CHP3S, DFT ωB97M-V/def2-TZVPD
C 0.703 -0.388 -1.017
P -0.099 -1.831 -0.815
P 1.864 0.454 0.031
P 3.648 -0.177 -0.909
S 3.243 -0.774 -2.723
H 0.502 -0.100 -2.045
```

Entry 4:
The following is a DFT calculation (ωB97M-V/def2-TZVPD) of a structure of composition C24H36BrCrN6O2S.

Output
* multiplicity: 4
* frontier orbital gap (spin up / spin down): 7.4 / 7.2 eV
* energy: -5431.3534 Ha
* energy relative to the best compared isomer or geometry (same formula, charge and spin): 25.7 kJ/mol
* total charge: +2

XYZ file:
```
71
C24H36BrCrN6O2S, DFT ωB97M-V/def2-TZVPD
Cr -0.335 -0.101 0.068
O -1.844 4.948 0.813
C -1.709 4.918 -0.542
C -1.968 6.035 -1.329
C -1.829 5.970 -2.704
C -1.421 4.789 -3.309
C -1.148 3.681 -2.526
C -1.288 3.728 -1.145
C -0.923 2.555 -0.264
O -1.349 1.308 -0.685
N 0.557 2.527 -0.122
N 1.070 1.298 0.057
C 2.339 1.073 0.031
C 2.915 -0.189 0.403
Br 1.657 -1.483 1.094
C 4.212 -0.496 0.397
C 4.781 -1.786 0.820
C 5.523 -1.870 1.997
C 6.057 -3.086 2.391
C 5.888 -4.212 1.598
C 5.165 -4.127 0.416
C 4.601 -2.922 0.031
H -2.181 5.808 1.086
H -2.279 6.961 -0.859
H -2.038 6.845 -3.303
H -1.313 4.739 -4.384
H -0.830 2.758 -2.990
H -1.323 2.779 0.735
H 1.108 3.220 -0.613
H 3.032 1.867 -0.240
H 4.901 0.272 0.052
H 5.662 -0.987 2.610
H 6.614 -3.153 3.316
H 6.322 -5.156 1.899
H 5.051 -5.000 -0.212
H 4.041 -2.840 -0.893
N -1.009 0.462 2.036
C -1.288 -0.642 2.990
C -2.432 -1.519 2.499
C -2.099 -2.346 1.263
N -1.953 -1.492 0.053
H -0.328 1.094 2.451
H -1.865 1.005 1.933
H -1.548 -0.237 3.969
H -0.384 -1.240 3.110
H -3.312 -0.899 2.295
H -2.705 -2.203 3.302
H -2.889 -3.083 1.109
H -1.164 -2.890 1.415
H -2.826 -0.986 -0.089
H -1.860 -2.098 -0.757
C 0.128 -3.159 -5.325
N 0.119 -2.905 -3.883
C 0.862 -3.904 -3.117
C -0.264 -1.731 -3.359
S 0.596 -1.166 -1.959
N -1.230 -1.021 -3.941
C -1.471 0.383 -3.629
C -2.208 -1.598 -4.860
H 1.121 -3.515 -5.600
H -0.067 -2.249 -5.883
H -0.597 -3.923 -5.604
H 0.655 -4.882 -3.551
H 0.549 -3.908 -2.079
H 1.937 -3.720 -3.156
H -0.611 0.804 -3.124
H -2.341 0.494 -2.980
H -1.650 0.923 -4.560
H -2.259 -2.677 -4.749
H -1.986 -1.347 -5.898
H -3.184 -1.180 -4.616
```

Entry 5:
The following is a DFT calculation (ωB97M-V/def2-TZVPD) of a structure of composition C24H32N6O3ReS3.

Output
* multiplicity: 2
* frontier orbital gap (spin up / spin down): 5.7 / 5.9 eV
* energy: -2760.3198 Ha
* total charge: +2

XYZ file:
```
69
C24H32N6O3ReS3, DFT ωB97M-V/def2-TZVPD
Re -0.161 -0.137 -0.260
C -0.279 -2.883 -2.676
C -0.291 -1.419 -3.068
N -0.995 -0.517 -2.128
C -2.476 -0.686 -2.089
C -2.882 -1.480 -0.876
N -2.187 -0.887 0.303
C -2.481 -1.657 1.564
C -1.281 -2.028 2.423
C -0.309 -0.913 2.761
N 0.687 -0.586 1.679
C 1.857 -1.511 1.586
C 1.546 -2.623 0.632
N 0.922 -2.062 -0.601
C 0.129 -3.160 -1.235
H 0.412 -3.378 -3.361
H -1.251 -3.347 -2.857
H -0.758 -1.313 -4.049
H 0.723 -1.024 -3.171
H -0.813 0.523 -2.508
H -2.818 -1.166 -3.007
H -2.907 0.317 -2.060
H -2.585 -2.524 -0.954
H -3.964 -1.452 -0.731
H -2.623 0.023 0.438
H -2.986 -2.578 1.273
H -3.200 -1.075 2.141
H -0.760 -2.884 1.996
H -1.688 -2.392 3.369
H 0.266 -1.170 3.651
H -0.841 0.016 2.971
H 1.089 0.306 1.958
H 2.119 -1.898 2.572
H 2.697 -0.915 1.227
H 0.846 -3.337 1.054
H 2.451 -3.178 0.380
H 1.689 -1.817 -1.225
H -0.730 -3.310 -0.582
H 0.718 -4.078 -1.196
S -0.514 1.928 0.746
C 1.123 2.144 0.144
N 1.500 1.089 -0.577
C 2.757 1.293 -1.154
C 3.426 0.452 -2.039
C 4.650 0.866 -2.522
C 5.201 2.097 -2.137
C 4.545 2.935 -1.261
C 3.313 2.512 -0.764
S 2.245 3.374 0.312
H 2.990 -0.484 -2.369
H 5.187 0.241 -3.222
H 6.155 2.399 -2.546
H 4.960 3.894 -0.983
O 0.087 6.295 -2.432
S 0.846 5.100 -2.606
O 2.233 5.084 -2.216
N 0.086 3.829 -1.870
C -0.204 2.918 -2.747
O -0.706 1.787 -2.384
C 0.101 3.229 -4.172
C -0.116 2.476 -5.310
C 0.284 3.008 -6.530
C 0.886 4.263 -6.597
C 1.106 5.019 -5.451
C 0.697 4.473 -4.251
H -0.601 1.510 -5.258
H 0.119 2.449 -7.442
H 1.182 4.659 -7.559
H 1.566 5.997 -5.500
```

Entry 6:
The following is a DFT calculation (ωB97M-V/def2-TZVPD) of a cluster of 2 separate species, C2H4ClN2 in total.

Output
* multiplicity: 1
* frontier orbital gap (spin up / spin down): 6.4 / 6.4 eV
* energy: -647.8799 Ha
* energy relative to the best compared isomer or geometry (same formula, charge and spin): 325.8 kJ/mol
* total charge: +1

XYZ file:
```
9
C2H4ClN2, DFT ωB97M-V/def2-TZVPD
C 0.019 -1.819 -0.017
C -0.326 0.607 0.148
N 0.081 -0.552 0.220
N -0.080 1.852 -0.023
Cl -3.051 0.135 -0.022
H 0.644 -2.514 0.575
H -0.590 -2.122 -0.856
H -0.793 2.573 -0.092
H 0.744 2.115 -0.463
```

Entry 7:
The following is a DFT calculation (ωB97M-V/def2-TZVPD) of an isolated molecule of C4H7NO.

Output
* multiplicity: 1
* frontier orbital gap: 10.5 eV
* energy: -286.5475 Ha
* energy relative to the best compared isomer or geometry (same formula, charge and spin): 220.9 kJ/mol
* SMILES: CN1C[C@H]1C=O
* total charge: 0

XYZ file:
```
13
C4H7NO, DFT ωB97M-V/def2-TZVPD
C -0.467 0.895 1.461
N -0.560 0.446 0.082
C -0.745 -0.962 -0.158
C 0.577 -0.318 -0.420
C 1.007 0.015 -1.807
O 2.151 -0.046 -2.186
H -1.374 0.611 1.998
H -0.381 1.982 1.505
H 0.400 0.473 1.987
H -0.789 -1.644 0.691
H -1.412 -1.216 -0.981
H 1.386 -0.570 0.269
H 0.176 0.334 -2.475
```

Entry 8:
The following is a DFT calculation (ωB97M-V/def2-TZVPD) of a cluster of 2 separate species, C6H12N2 in total.

Output
* multiplicity: 1
* frontier orbital gap: 9.5 eV
* energy: -345.3076 Ha
* energy relative to the best compared isomer or geometry (same formula, charge and spin): 53.1 kJ/mol
* SMILES: Cc1c[nH]cn1.CC
* total charge: 0

XYZ file:
```
20
C6H12N2, DFT ωB97M-V/def2-TZVPD
C -1.731 -2.283 -1.017
C -1.466 -1.317 -2.156
H -2.766 -2.278 -0.665
H -1.671 -3.349 -1.289
H -0.990 -2.222 -0.224
H -0.472 -0.871 -2.067
H -2.154 -0.477 -2.214
H -1.348 -1.832 -3.104
C 0.488 0.272 2.601
C 1.698 2.065 1.233
C 0.711 1.155 1.422
C 0.926 1.366 -0.692
N 1.768 2.276 -0.137
N 0.162 0.796 0.191
H 2.316 2.642 1.898
H 2.401 2.846 -0.666
H 0.903 0.662 3.528
H 0.921 -0.705 2.372
H 0.866 1.240 -1.764
H -0.562 0.016 2.753
```